(1)
Below is a 2-piece molecular cluster, C3H10N4 overall in a non-equilibrium geometry, with properties calculated with ωB97M-V/def2-TZVPD.

Computed properties:
* LUMO energy: 0.27 eV
* SMILES string: [H]/N=N/NN.C=CC
* highest occupied orbital energy: -8.0945 eV

Geometry as ORCA input:
```
! wB97M-V def2-TZVPD RIJCOSX def2/J DEFGRID3
* xyz 0 1
C -0.79 0.94 -0.56
C -1.38 1.17 0.65
C 0.57 1.50 -0.89
H -1.45 0.84 -1.42
H -0.47 -0.74 -0.49
H -2.45 1.09 0.78
H 0.48 2.49 -1.35
H 1.11 0.84 -1.57
H 1.18 1.59 0.01
H -0.83 1.62 1.46
H -1.01 -0.57 1.55
N 1.22 -1.89 0.12
N -0.10 -1.68 0.16
N 1.71 -1.88 -1.04
N -0.64 -1.56 1.42
H 2.72 -2.04 -0.94
H 0.11 -1.71 2.10
*
```

=====

(2)
Below is an isolated ion of composition C10H14NO and charge +1 in a non-equilibrium geometry, with properties calculated with ωB97M-V/def2-TZVPD.

Computed properties:
* LUMO energy: -4.19 eV
* SMILES string: C/[N+](=C\CCO)c1ccccc1
* highest occupied orbital energy: -13.0392 eV

Geometry as ORCA input:
```
! wB97M-V def2-TZVPD RIJCOSX def2/J DEFGRID3
* xyz 1 1
C 0.81 1.02 -3.49
C -0.12 1.89 -2.96
C 1.24 -0.13 -2.78
C -0.63 1.71 -1.71
C 0.68 -0.35 -1.51
C -0.33 0.48 -1.01
C 0.13 0.49 1.21
C 0.24 0.09 2.80
C -1.96 -0.51 0.63
C 0.96 -1.30 2.72
N -0.76 0.22 0.28
O 0.43 -1.91 1.57
H 1.12 1.19 -4.50
H -0.33 2.81 -3.50
H 1.90 -0.85 -3.16
H -1.33 2.33 -1.26
H 0.82 -1.35 -1.00
H 0.98 1.01 0.83
H -0.65 0.16 3.37
H 0.91 0.78 3.29
H -2.84 -0.22 -0.10
H -1.77 -1.62 0.56
H -2.19 -0.45 1.75
H 0.83 -1.82 3.67
H 2.04 -1.12 2.54
H -0.19 -2.57 1.78
*
```

=====

(3)
Below is an isolated molecule of C4H8O, with properties calculated with ωB97M-V/def2-TZVPD.

Computed properties:
* LUMO energy: 1.00 eV
* SMILES string: CCCC=O
* highest occupied orbital energy: -9.8217 eV

Geometry as ORCA input:
```
! wB97M-V def2-TZVPD RIJCOSX def2/J DEFGRID3
* xyz 0 1
C 1.53 -0.86 0.32
C 0.52 0.00 -0.44
C -0.91 -0.09 0.11
C -1.65 1.22 -0.06
O -1.63 1.84 -1.10
H 1.33 -1.93 0.22
H 1.52 -0.62 1.39
H 2.55 -0.68 -0.05
H 0.85 1.04 -0.42
H 0.51 -0.28 -1.50
H -1.49 -0.85 -0.44
H -0.92 -0.40 1.16
H -2.19 1.61 0.82
*
```

=====

(4)
Below is C25H25N3O5S3Ta as an isolated structure, with properties calculated with ωB97M-V/def2-TZVPD.

Computed properties:
* LUMO energy: -3.91 eV
* highest occupied orbital energy: -11.1317 eV

Geometry as ORCA input:
```
! wB97M-V def2-TZVPD RIJCOSX def2/J DEFGRID3
* xyz 1 1
Ta 0.69 -0.74 -0.19
O -0.85 -2.21 -1.28
C -0.86 -2.44 -2.70
C 0.55 -2.61 -3.19
N 1.37 -1.47 -2.75
C 2.74 -1.88 -2.46
C 2.72 -2.73 -1.20
O 3.51 -3.58 -0.94
O 1.68 -2.41 -0.40
C 1.28 -0.30 -3.60
C 1.14 0.97 -2.77
O 1.19 2.08 -3.23
O 0.91 0.72 -1.49
H -0.69 -3.04 -0.79
H -1.35 -1.57 -3.13
H -1.48 -3.32 -2.91
H 0.58 -2.72 -4.28
H 0.98 -3.52 -2.77
H 3.35 -0.99 -2.26
H 3.21 -2.44 -3.27
H 0.40 -0.35 -4.25
H 2.14 -0.18 -4.27
S 2.91 -0.24 0.71
C 2.15 1.21 1.23
N 0.85 1.22 1.10
C 0.32 2.47 1.49
C -1.00 2.89 1.47
C -1.31 4.16 1.92
C -0.32 5.03 2.39
C 1.00 4.63 2.41
C 1.30 3.35 1.95
S 2.88 2.62 1.86
H -1.79 2.25 1.11
H -2.34 4.49 1.90
H -0.59 6.02 2.73
H 1.78 5.29 2.76
C -5.55 1.66 -1.34
C -4.18 1.14 -1.05
C -3.16 1.19 -2.00
C -1.90 0.73 -1.68
N -1.57 0.21 -0.49
C -2.55 0.16 0.42
C -3.84 0.60 0.18
H -5.87 1.39 -2.35
H -5.55 2.75 -1.29
H -6.28 1.29 -0.63
H -3.34 1.60 -2.98
H -1.13 0.80 -2.43
H -2.29 -0.24 1.39
H -4.57 0.52 0.98
S -0.54 -1.80 1.60
C 0.86 -1.95 2.71
C 1.09 -0.95 3.65
C 2.19 -1.03 4.48
C 3.04 -2.12 4.40
C 2.78 -3.15 3.49
C 1.69 -3.07 2.65
H 0.42 -0.10 3.71
H 2.37 -0.25 5.21
H 3.91 -2.18 5.05
H 3.44 -4.01 3.44
H 1.49 -3.85 1.93
*
```

=====

(5)
Below is C5H7NO as an isolated structure, with properties calculated with ωB97M-V/def2-TZVPD.

Computed properties:
* LUMO energy: 0.75 eV
* highest occupied orbital energy: -9.1804 eV

Geometry as ORCA input:
```
! wB97M-V def2-TZVPD RIJCOSX def2/J DEFGRID3
* xyz 0 1
O 1.84 0.31 -2.01
C 1.59 0.54 -0.85
C 0.33 0.12 -0.18
C -0.84 -0.70 -0.75
N -1.30 -0.45 0.69
C -0.79 0.97 0.47
C 0.13 -0.77 1.07
H 2.32 1.08 -0.20
H -1.47 -0.23 -1.50
H -0.66 -1.75 -0.98
H -1.42 1.57 -0.19
H -0.56 1.50 1.40
H 0.43 -0.36 2.04
H 0.40 -1.83 0.98
*
```

=====

(6)
Below is C10H7NO4Rh as an isolated structure in a non-equilibrium geometry, with properties calculated with ωB97M-V/def2-TZVPD.

Computed properties:
* LUMO energy (spin up / spin down): -12.48 / -17.00 eV
* <S²>: 6.0229
* highest occupied orbital energy (spin up / spin down): -19.3700 / -21.8455 eV

Geometry as ORCA input:
```
! wB97M-V def2-TZVPD RIJCOSX def2/J DEFGRID3
* xyz 3 5
O 0.01 -3.07 -2.37
C -0.10 -1.92 -2.44
Rh -0.06 0.01 -2.91
O -2.67 0.00 -5.53
C -1.92 -0.01 -4.65
C 1.84 0.01 -2.74
O 2.98 0.01 -2.86
C -0.08 1.92 -2.40
O 0.01 3.07 -2.29
N -0.01 0.01 -0.15
C 0.00 0.01 1.18
C 1.26 -0.23 1.81
C 1.21 -0.22 3.18
C 0.00 0.01 3.83
C -1.21 0.23 3.19
C -1.26 0.23 1.81
H 0.86 -0.20 -0.60
H -0.88 0.13 -0.63
H 2.15 -0.40 1.16
H 2.15 -0.40 3.67
H 0.00 0.01 4.90
H -2.15 0.41 3.67
H -2.14 0.39 1.16
*
```

=====

no.,E (Ha)
1,-339.161979
2,-519.126688
3,-232.430174
4,-2759.705539
5,-324.595266
6,-850.164507